C4H14NO2 | ωB97M-V with the def2-TZVPD basis set

Gap between HOMO and LUMO: 0.372 Eh
Net charge: +1
Energy relative to the best compared isomer or geometry (same formula, charge and spin): 229.3 kJ/mol

Last column: natural (NBO) charge in e.
Element x y z (Å)
H -2.20 0.96 2.79  0.5085
H 0.89 -2.07 -3.02  0.2340
H 0.00 1.15 1.68  0.4881
H 0.22 -1.92 3.72  0.5012
O -0.03 -1.38 2.96  -0.9571
C 0.02 1.35 -0.48  -0.1019
H -1.04 1.60 -0.52  0.2358
H -0.66 -2.26 -2.36  0.2334
O -1.52 0.71 2.17  -0.9807
C 0.67 0.72 -1.47  -0.1141
H 0.15 0.25 -3.41  0.2350
H 0.85 2.49 0.97  0.4359
H 1.48 1.00 1.09  0.4251
H 0.63 -1.77 -1.31  0.1955
C -0.17 -0.11 -2.42  -0.4477
H 1.73 0.92 -1.64  0.2267
H 0.82 -1.22 2.54  0.4668
C 0.21 -1.60 -2.31  -0.6071
H -1.21 -0.04 -2.14  0.2282
N 0.62 1.50 0.88  -0.7258
H -1.45 -0.27 2.28  0.5201

C3H10O2 | ωB97M-V with the def2-TZVPD basis set

Gap between HOMO and LUMO: 0.413 Eh
Energy relative to the best compared isomer or geometry (same formula, charge and spin): 83.0 kJ/mol

Last column: natural (NBO) charge in e.
Element x y z (Å)
H 1.64 -1.22 2.16  0.4726
H 0.40 0.83 0.66  0.1880
H -1.92 -0.10 0.76  0.2089
H -1.08 2.69 -0.08  0.2170
C -0.78 1.95 -0.89  -0.6587
O 0.82 0.11 -1.02  -0.7517
H 0.70 -1.98 1.15  0.4675
H -1.86 -0.80 -0.83  0.2180
H -0.64 -1.18 0.45  0.1862
H 0.52 -0.35 -1.81  0.4632
O 1.34 -2.09 1.85  -0.9393
H -1.81 1.90 -1.28  0.2187
C -1.23 -0.43 -0.01  -0.6184
C -0.22 0.72 -0.22  0.0925
H -0.08 2.44 -1.55  0.2355

C13H16Cl2N2O7Ta | ωB97M-V with the def2-TZVPD basis set

Gap between HOMO and LUMO: 0.238 Eh
Net charge: +3
Energy relative to the best compared isomer or geometry (same formula, charge and spin): 41.8 kJ/mol

Last column: Mulliken charge in e.
Element x y z (Å)
H -3.40 -3.50 -0.92  0.4266
H 0.22 4.82 -3.80  0.4857
C 0.12 4.42 -2.79  -0.2389
O -1.72 0.14 -0.15  -0.4457
C -0.34 5.26 -1.78  -0.0512
O 0.71 1.30 -0.98  -0.5519
H -2.04 -3.36 2.00  0.4160
C 4.19 -2.44 -0.46  -0.6332
Cl -0.72 6.88 -2.13  -0.0924
O -0.58 -1.96 0.21  -0.6022
H -1.92 -4.31 -0.40  0.5005
Ta 0.09 0.10 0.28  2.3980
H -2.39 -1.62 2.22  0.3093
C -2.07 -2.24 0.16  1.3990
H -3.61 -2.69 1.56  0.4318
O 3.52 -2.28 0.85  -0.3726
H -0.65 3.61 1.86  0.5086
O -0.21 1.69 1.44  -0.5706
C 2.49 -1.56 0.99  0.9377
H 4.48 -1.46 -0.82  0.3337
C -2.65 -0.93 -0.36  0.1001
O 1.88 -0.96 0.03  -0.8016
C -0.48 4.76 -0.49  -0.9861
H -0.84 5.41 0.30  0.5054
C 0.46 3.08 -2.57  0.1313
H 0.15 -1.07 2.90  0.3738
H -1.91 -3.18 -1.79  0.4999
C -0.36 2.93 1.06  0.1835
H 3.50 -2.94 -1.14  0.3202
N 1.99 -1.44 2.23  -0.1629
N 0.89 -0.57 2.39  -0.6431
O -3.69 -0.75 -0.85  -0.3370
H 1.17 0.22 2.97  0.3880
C -2.32 -3.38 -0.80  -1.7147
C -2.54 -2.49 1.58  -1.4866
C -0.17 3.41 -0.23  0.7391
H -0.11 -2.67 -0.25  0.3355
H 5.05 -3.06 -0.24  0.2892
Cl 1.05 2.10 -3.83  -0.1115
C 0.32 2.59 -1.30  0.5060
H 2.46 -1.84 3.04  0.2833

C2BrClFN | ωB97M-V with the def2-TZVPD basis set

Gap between HOMO and LUMO: 0.416 Eh
Energy relative to the best compared isomer or geometry (same formula, charge and spin): 0.0 kJ/mol

Last column: natural (NBO) charge in e.
Element x y z (Å)
C 0.69 -0.45 -0.25  0.1714
N -1.23 1.10 0.77  -0.2406
F 0.51 -0.53 -1.61  -0.3094
C -0.44 0.48 0.25  0.1923
Cl 0.65 -2.03 0.54  0.0700
Br 2.37 0.43 0.19  0.1163

C5H10O2 | ωB97M-V with the def2-TZVPD basis set

Gap between HOMO and LUMO: 0.339 Eh
Energy relative to the best compared isomer or geometry (same formula, charge and spin): 477.4 kJ/mol

Last column: natural (NBO) charge in e.
Element x y z (Å)
H -0.22 -0.43 -2.22  0.1812
H 2.03 1.27 -0.82  0.2100
H -1.61 -1.23 0.78  0.5171
O -1.94 -2.11 1.13  -0.6525
H 0.41 1.79 -1.30  0.2129
H 0.91 -0.53 0.66  0.1869
C 0.47 -0.01 -0.18  0.0585
H -0.17 -1.93 -1.15  0.2432
C 0.99 1.37 -0.47  -0.4234
C 0.92 2.28 0.75  -0.6067
H 1.52 1.88 1.58  0.2040
C -0.14 -0.84 -1.21  -0.1288
H 1.30 3.28 0.52  0.2144
C -1.50 -3.06 0.35  0.0471
O -0.95 -0.11 -0.24  -0.5405
H -1.92 -4.03 0.74  0.0641
H -0.11 2.39 1.09  0.2125

C22H17AsF6MnNO12PS3 | ωB97M-V with the def2-TZVPD basis set

Gap between HOMO and LUMO (spin up / spin down): 0.276 / 0.345 Eh
Net charge: -1
2S+1: 5
Energy relative to the best compared isomer or geometry (same formula, charge and spin): 10.1 kJ/mol

Last column: natural (NBO) charge in e.
Element x y z (Å)
As 2.55 1.24 -2.30  2.4791
P -1.21 1.15 -0.71  1.3114
C 0.23 -3.53 3.05  0.7195
H -3.30 2.39 -2.24  0.2159
O 2.77 0.26 0.59  -1.0343
H -4.39 1.82 -4.38  0.2117
C -1.96 0.71 -2.29  -0.4208
H 3.32 4.01 1.97  0.2438
H -3.64 -0.16 -5.65  0.2107
H -1.80 -1.57 -4.78  0.2180
C 3.49 3.84 -1.87  -0.1916
C -1.53 -0.40 -3.01  -0.0675
F 3.38 -5.33 0.27  -0.3103
H -2.01 1.02 1.56  0.2730
C -1.09 3.73 0.31  -0.1755
N 2.49 -2.89 1.73  -1.2179
C -2.99 1.51 -2.79  -0.1784
C -2.39 0.68 0.59  -0.8772
H -0.07 2.77 -2.79  0.2555
S 1.44 -2.19 2.65  2.2920
C -2.14 -0.71 -4.22  -0.2073
F -0.63 -3.08 3.96  -0.3104
S 2.63 -2.82 0.18  2.2766
C 3.03 2.75 -1.15  -0.4356
C -0.72 5.07 0.25  -0.2196
Mn 0.52 -0.32 -0.11  1.3836
C -3.59 1.20 -3.99  -0.2204
F 2.57 -4.69 -1.63  -0.3088
C 2.97 2.83 0.24  -0.2334
F 1.25 -5.07 0.03  -0.3092
C 3.82 5.08 0.17  -0.2093
O 0.88 1.59 1.17  -1.0244
H -3.41 1.04 0.45  0.2562
C -2.32 -0.87 0.54  0.8047
O 0.61 -1.22 1.96  -0.9731
C -0.27 3.41 -1.94  -0.2022
O 2.00 -1.84 3.91  -0.8897
H -0.73 -1.01 -2.64  0.2112
O 3.95 -2.48 -0.24  -0.9023
O -3.23 -1.54 0.96  -0.6079
H 0.59 5.13 -2.87  0.2228
C 3.89 5.00 -1.22  -0.2131
C 2.44 -4.59 -0.31  0.7297
O 2.89 1.72 2.57  -0.9435
H 3.81 -0.34 -1.27  0.5164
O 1.51 -2.20 -0.53  -0.9843
C -0.87 2.90 -0.79  -0.3243
S 2.36 1.50 1.26  2.4196
H -1.51 3.33 1.22  0.2206
O -1.23 -1.31 -0.03  -0.7938
H 4.25 5.85 -1.80  0.2091
O 1.13 0.50 -1.77  -1.2163
H 4.13 5.98 0.68  0.2093
H -0.88 5.70 1.11  0.2140
O 2.45 1.81 -3.82  -1.1530
C -3.17 0.09 -4.71  -0.1906
C 3.36 3.99 0.89  -0.2068
C 0.10 4.75 -1.99  -0.1997
O 3.82 0.06 -2.15  -1.0101
H 0.19 6.61 -0.93  0.2115
H 3.52 3.77 -2.95  0.2539
F -0.44 -3.90 1.97  -0.3018
C -0.12 5.57 -0.89  -0.1903
F 0.87 -4.59 3.55  -0.3151

- Number 3 is which compound?
  C13H16Cl2N2O7Ta

Copy entry 2 word for word.
C3H10O2 | ωB97M-V with the def2-TZVPD basis set

Gap between HOMO and LUMO: 0.413 Eh
Energy relative to the best compared isomer or geometry (same formula, charge and spin): 83.0 kJ/mol

Last column: natural (NBO) charge in e.
Element x y z (Å)
H 1.64 -1.22 2.16  0.4726
H 0.40 0.83 0.66  0.1880
H -1.92 -0.10 0.76  0.2089
H -1.08 2.69 -0.08  0.2170
C -0.78 1.95 -0.89  -0.6587
O 0.82 0.11 -1.02  -0.7517
H 0.70 -1.98 1.15  0.4675
H -1.86 -0.80 -0.83  0.2180
H -0.64 -1.18 0.45  0.1862
H 0.52 -0.35 -1.81  0.4632
O 1.34 -2.09 1.85  -0.9393
H -1.81 1.90 -1.28  0.2187
C -1.23 -0.43 -0.01  -0.6184
C -0.22 0.72 -0.22  0.0925
H -0.08 2.44 -1.55  0.2355

- The highest energy relative to the best compared isomer or geometry (same formula, charge and spin) belongs to which entry?
  C5H10O2

- energy relative to the best compared isomer or geometry (same formula, charge and spin) of number 4 (C2BrClFN)?
  0.0 kJ/mol